Entry 1:
C17H48Cu2O19 | ωB97M-V with the def2-TZVPD basis set

Geometry (Å):
Cu: 4.732 -1.245 -0.135
Cu: 3.561 2.821 2.001
C: 0.675 0.118 0.285
O: 0.785 -0.230 -0.908
O: 1.696 0.057 0.999
O: -0.392 0.515 0.760
C: -1.581 -2.966 -4.259
C: -0.298 -2.747 -5.099
O: 0.154 -1.417 -4.832
O: -1.246 -3.291 -2.901
H: -2.083 -3.875 -4.593
H: -2.233 -2.104 -4.394
H: -0.494 -2.716 -6.171
H: 0.535 -3.375 -4.783
H: 0.377 -1.411 -3.898
H: -0.836 -2.518 -2.506
C: -5.506 -0.475 0.136
C: -6.605 -0.646 -0.934
O: -6.862 -1.985 -1.071
O: -4.203 -1.160 -0.100
H: -5.772 -0.810 1.138
H: -5.391 0.607 0.195
H: -6.232 -0.138 -1.823
H: -7.475 -0.041 -0.677
H: -6.088 -2.487 -0.807
H: -3.438 -0.643 0.167
C: -2.555 2.382 -3.078
C: -1.246 3.103 -3.514
O: -0.375 3.154 -2.416
O: -3.515 3.163 -2.383
H: -2.333 1.512 -2.461
H: -2.959 1.959 -3.998
H: -1.468 4.125 -3.818
H: -0.745 2.521 -4.288
H: -0.505 2.285 -2.029
H: -3.252 3.191 -1.461
C: -0.284 -3.579 3.095
C: 1.122 -3.772 3.727
O: 2.083 -3.255 2.840
O: -0.891 -2.340 3.499
H: -0.877 -4.379 3.538
H: -0.218 -3.667 2.010
H: 1.332 -4.841 3.778
H: 1.096 -3.292 4.706
H: 1.881 -2.370 2.528
H: -0.570 -1.632 2.935
C: -1.454 4.980 2.194
C: -0.384 5.837 1.469
O: 0.721 5.017 0.983
O: -2.126 4.141 1.288
H: -2.217 5.639 2.606
H: -1.019 4.379 2.993
H: 0.013 6.477 2.257
H: -0.737 6.357 0.578
H: 0.339 4.490 0.278
H: -1.554 3.371 1.253
C: 5.004 3.148 -2.899
C: 4.246 2.043 -3.749
O: 4.175 0.848 -2.960
O: 4.616 3.315 -1.585
H: 4.996 4.111 -3.409
H: 6.081 2.984 -2.935
H: 4.799 1.766 -4.646
H: 3.177 2.190 -3.903
H: 3.299 0.839 -2.566
H: 5.077 2.592 -1.152
C: 0.536 1.695 5.858
C: 0.538 2.766 6.908
O: 1.340 2.469 8.032
O: 1.528 1.975 4.902
H: -0.389 1.759 5.284
H: 0.793 0.754 6.345
H: -0.468 2.990 7.261
H: 0.845 3.733 6.510
H: 2.100 1.968 7.727
H: 1.486 1.270 4.251
C: 1.826 -6.479 -0.551
C: 2.684 -5.666 -1.525
O: 2.888 -4.329 -1.117
O: 2.639 -6.844 0.496
H: 1.321 -7.306 -1.050
H: 0.989 -5.892 -0.174
H: 2.125 -5.561 -2.454
H: 3.671 -6.043 -1.796
H: 2.075 -3.897 -0.843
H: 2.917 -5.992 0.839

As for the maximum force: 4.74 eV/Å. The value obtained for the HOMO-LUMO gap is 3.3453 eV. The value obtained for the energy above the lowest of the compared OMol25 structures with the same formula, charge and spin is 264.2 kcal/mol. Its net charge is 0.

---

Entry 2:
C17H48N6O5 | ωB97M-V with the def2-TZVPD basis set

Geometry (Å):
C: -0.382 -4.499 -1.333
O: -1.737 -4.190 -1.102
C: -2.466 -4.083 -2.315
C: -3.705 -3.179 -2.300
C: -4.473 -3.241 -3.619
N: -3.491 -1.762 -1.946
H: 0.113 -4.849 -0.432
H: 0.144 -3.660 -1.781
H: -0.363 -5.310 -2.072
H: -1.771 -3.692 -3.073
H: -2.768 -5.093 -2.615
H: -4.324 -3.731 -1.577
H: -3.721 -2.925 -4.360
H: -5.199 -2.441 -3.731
H: -4.805 -4.247 -3.867
H: -3.158 -1.887 -0.982
H: -2.586 -1.511 -2.360
C: 8.034 -1.862 0.464
O: 6.729 -1.401 0.640
C: 5.768 -2.431 0.791
C: 4.303 -1.916 0.875
C: 3.307 -3.010 0.496
N: 4.069 -0.765 0.038
H: 8.570 -0.985 0.084
H: 8.172 -2.688 -0.241
H: 8.482 -2.089 1.442
H: 5.894 -3.080 -0.085
H: 5.931 -3.066 1.670
H: 4.183 -1.636 1.926
H: 2.320 -2.598 0.723
H: 3.444 -3.849 1.177
H: 3.309 -3.179 -0.579
H: 3.877 -0.969 -0.936
H: 4.869 -0.141 0.013
C: -2.890 4.593 -3.296
O: -2.988 4.685 -1.859
C: -2.794 3.372 -1.311
C: -3.443 3.353 0.093
C: -3.056 2.144 0.929
N: -4.889 3.478 -0.080
H: -2.876 3.588 -3.714
H: -2.133 5.246 -3.724
H: -3.854 4.954 -3.680
H: -3.239 2.543 -1.868
H: -1.707 3.244 -1.279
H: -3.021 4.263 0.537
H: -3.419 1.224 0.457
H: -3.600 2.152 1.874
H: -1.970 2.065 0.989
H: -5.456 2.770 0.369
H: -5.083 3.350 -1.068
C: 1.848 0.410 2.125
O: 0.809 1.330 2.331
C: 0.511 1.474 3.713
C: -0.595 2.498 3.860
C: -0.419 3.757 3.015
N: -0.795 2.896 5.259
H: 2.754 0.834 2.582
H: 2.073 0.353 1.065
H: 1.739 -0.611 2.506
H: 0.193 0.524 4.153
H: 1.406 1.741 4.290
H: -1.559 2.031 3.632
H: -1.190 4.485 3.255
H: -0.432 3.580 1.933
H: 0.595 4.163 3.096
H: -1.208 3.817 5.288
H: 0.069 2.987 5.785
N: 0.328 1.431 -1.006
C: 0.067 0.192 -1.522
N: 1.075 -0.719 -1.394
O: -0.958 -0.009 -2.176
H: 1.020 1.523 -0.284
H: -0.436 2.081 -1.032
H: 1.148 -1.420 -2.101
H: 1.806 -0.409 -0.775

As for the maximum force: 2.16 eV/Å. As for the SMILES: COC[C@H](C)N.COC[C@H](C)N.COC[C@H](C)N.COC[C@H](C)N.NC(N)=O. The value obtained for the HOMO-LUMO gap is 9.3006 eV. The value obtained for the energy above the lowest of the compared OMol25 structures with the same formula, charge and spin is 41.4 kcal/mol. Its net charge is 0.

---

Entry 3:
C17H48O11 | ωB97M-V with the def2-TZVPD basis set

Geometry (Å):
C: 3.991 -2.176 -6.370
C: 3.946 -2.489 -4.876
C: 2.653 -3.197 -4.497
O: 5.024 -3.396 -4.599
H: 4.926 -1.653 -6.568
H: 3.152 -1.522 -6.613
H: 3.902 -3.067 -6.988
H: 4.110 -1.600 -4.265
H: 2.563 -3.316 -3.417
H: 2.696 -4.220 -4.875
H: 1.773 -2.686 -4.888
H: 5.506 -3.177 -3.801
C: -1.151 0.116 3.619
C: 0.303 -0.110 3.928
C: 0.593 -1.554 4.315
O: 1.076 0.262 2.773
H: -1.765 0.099 4.529
H: -1.599 -0.700 3.041
H: -1.361 1.052 3.103
H: 0.707 0.503 4.734
H: 0.848 -2.170 3.454
H: -0.207 -2.031 4.884
H: 1.489 -1.658 4.935
H: 1.151 -0.429 2.083
C: 0.428 -2.415 -1.453
C: 0.736 -1.264 -0.507
C: -0.411 -0.270 -0.413
O: 0.943 -1.835 0.817
H: -0.479 -2.962 -1.196
H: 1.291 -3.069 -1.568
H: 0.236 -2.032 -2.463
H: 1.653 -0.762 -0.811
H: -1.305 -0.655 0.090
H: -0.843 -0.034 -1.392
H: -0.123 0.661 0.074
H: 0.094 -2.261 1.037
O: 3.971 4.125 0.601
C: 3.053 3.463 1.472
C: 1.783 3.026 0.751
O: 0.759 2.773 1.695
H: 3.516 4.900 0.257
H: 3.545 2.626 1.963
H: 2.779 4.181 2.251
H: 1.979 2.184 0.081
H: 1.427 3.838 0.115
H: 0.897 1.956 2.214
O: -1.554 3.486 0.415
C: -1.415 4.805 -0.096
C: -2.716 5.325 -0.675
O: -2.398 6.559 -1.278
H: -0.718 3.240 0.866
H: -1.090 5.441 0.735
H: -0.637 4.903 -0.860
H: -3.518 5.360 0.070
H: -3.105 4.596 -1.397
H: -3.175 6.897 -1.730
O: -3.059 1.875 -1.176
C: -3.961 1.261 -0.285
C: -5.094 2.207 0.087
O: -5.954 2.475 -1.014
H: -2.510 2.519 -0.663
H: -4.346 0.342 -0.728
H: -3.432 0.940 0.622
H: -4.667 3.121 0.500
H: -5.676 1.701 0.868
H: -6.823 2.134 -0.802
O: -1.397 -3.499 1.411
C: -1.123 -4.676 2.182
C: 0.249 -5.230 1.869
O: 1.303 -4.384 2.246
H: -2.331 -3.307 1.529
H: -1.209 -4.487 3.259
H: -1.886 -5.423 1.928
H: 0.266 -5.458 0.793
H: 0.384 -6.188 2.371
H: 1.335 -3.591 1.694

As for the maximum force: 1.43 eV/Å. As for the SMILES: CC(C)O.CC(C)O.CC(C)O.OCCO.OCCO.OCCO.OCCO. The value obtained for the HOMO-LUMO gap is 9.6888 eV. The value obtained for the energy above the lowest of the compared OMol25 structures with the same formula, charge and spin is 1.8 kcal/mol. Its net charge is 0.

---

Question: What is the formula in the first record?
Answer: C17H48Cu2O19

---

Question: Which value of energy above the lowest of the compared OMol25 structures with the same formula, charge and spin does entry 1 give?
Answer: 264.2 kcal/mol